{
  "formula": "C2H7IN3",
  "method": "ωB97M-V/def2-TZVPD",
  "total_charge": 1,
  "e_above_lowest_kj_mol": 411.3,
  "lumo_energy_ev": -3.808,
  "energy_ev": -14747.189,
  "largest_force_ha_per_bohr": 0.0712,
  "species": ["C", "C", "N", "N", "N", "I", "H", "H", "H", "H", "H", "H", "H"],
  "coordinates": [[0.373145, 1.208322, 0.144993], [1.444950, 1.094243, -0.795754], [-0.176613, 1.798136, 0.971901], [-0.792809, -0.728108, -0.476157], [-0.676126, -1.787908, 0.450667], [-2.782412, -0.317914, -0.817951], [2.231688, 0.369525, -0.596155], [1.881365, 2.116941, -0.970060], [1.055762, 0.676490, -1.769662], [-0.751916, 1.851252, 1.836897], [-1.423576, -2.621408, 0.413550], [-0.737078, -1.436117, 1.419372], [0.353620, -2.223455, 0.188357]],
  "forces_ev_per_a": [[-0.04, -0.69, 0.01], [0.31, 0.14, -2.83], [-0.96, 0.22, 2.10], [0.02, 0.94, -1.12], [1.33, -3.06, -0.08], [0.30, 0.03, 0.31], [-0.08, 0.10, 0.84], [-0.38, -0.99, 0.27], [0.04, 0.75, 0.91], [0.50, 0.08, -1.47], [1.80, 2.00, -0.35], [0.38, -0.52, -0.02], [-3.23, 1.01, 1.41]]
}


{
  "formula": "C8H18F6NO11PdS6",
  "method": "ωB97M-V/def2-TZVPD",
  "total_charge": -1,
  "lumo_energy_ev": [2.208, 1.197],
  "energy_ev": -117393.845,
  "multiplicity": 3,
  "largest_force_ha_per_bohr": 0.0890,
  "species": ["Pd", "C", "F", "F", "F", "S", "O", "O", "N", "S", "O", "O", "C", "F", "F", "F", "S", "O", "O", "O", "O", "C", "S", "O", "C", "H", "H", "H", "H", "H", "H", "C", "S", "O", "C", "H", "H", "H", "H", "H", "H", "C", "S", "O", "C", "H", "H", "H", "H", "H", "H"],
  "coordinates": [[8.310350, 8.298158, 9.371029], [8.721148, 4.846652, 7.331064], [8.776148, 5.965842, 6.607005], [7.560293, 4.257070, 7.077703], [9.661008, 4.057046, 6.850236], [8.972770, 5.338225, 9.128408], [9.183405, 4.111545, 9.815733], [9.924884, 6.387598, 9.117300], [7.608193, 6.126748, 9.448102], [6.328839, 5.232814, 9.841290], [5.524734, 4.823771, 8.726281], [6.489150, 4.226119, 10.855327], [5.365967, 6.645600, 10.684846], [4.349108, 6.080174, 11.309694], [6.168794, 7.420983, 11.538738], [4.972852, 7.449194, 9.683554], [9.457103, 10.750665, 8.736024], [8.163813, 11.273874, 8.278928], [9.580964, 9.349369, 7.972700], [10.664861, 11.502024, 8.652526], [9.176790, 10.275971, 10.276895], [4.694668, 8.806506, 6.770995], [6.081778, 9.782321, 7.240891], [6.388521, 9.212202, 8.590834], [7.324390, 9.128271, 6.120206], [3.877861, 9.265042, 7.334036], [4.966079, 7.808456, 7.143318], [4.403204, 8.786238, 5.722494], [8.207699, 9.721358, 6.295631], [7.068338, 9.188288, 5.035637], [7.570618, 8.149614, 6.496225], [8.657303, 9.089379, 13.765392], [9.469675, 7.612859, 13.216282], [8.670427, 7.047056, 12.057347], [10.855548, 8.489394, 12.467192], [8.326194, 9.510723, 12.824275], [9.365184, 9.834850, 14.229103], [7.811172, 8.811034, 14.377276], [11.550088, 8.957070, 13.209808], [10.403258, 9.272021, 11.747330], [11.369382, 7.657561, 11.893588], [4.603728, 10.184764, 12.678259], [5.371999, 11.775310, 13.148926], [6.409112, 11.475926, 14.159732], [6.372963, 11.870513, 11.670707], [4.390403, 10.211092, 11.615726], [3.626783, 10.074856, 13.153191], [5.230119, 9.334246, 12.907351], [7.358548, 12.329273, 12.056158], [5.982766, 12.530901, 10.924082], [6.526969, 10.912074, 11.275764]],
  "forces_ev_per_a": [[0.39, 1.10, 0.49], [-0.05, 0.53, -0.43], [-0.20, 0.60, -0.14], [-0.16, -0.04, 0.45], [0.86, -0.61, 0.36], [-1.33, -0.63, -0.12], [0.12, -0.04, -0.04], [1.66, 0.69, -0.18], [0.12, -1.22, -0.34], [-1.55, 0.04, 1.56], [-0.04, 0.61, -0.30], [0.61, 0.61, -0.16], [2.26, 0.21, -0.74], [-0.01, 0.78, 0.27], [-2.07, -1.53, -1.24], [-0.66, -0.31, 1.09], [-2.53, -3.29, 1.92], [1.44, 1.05, -0.13], [0.17, 1.45, 1.58], [0.06, 0.46, -0.27], [0.38, -0.36, -3.25], [-0.49, -0.69, 0.30], [0.74, 1.23, -0.97], [0.35, -0.40, 0.69], [-0.08, 0.50, -0.53], [-0.08, -0.47, 0.08], [-0.56, 0.09, -0.18], [0.40, 0.18, -0.10], [0.18, 0.27, 0.06], [-0.21, -0.22, 0.96], [-0.11, -0.67, -0.26], [0.36, 0.82, -0.13], [0.50, -0.56, -0.38], [0.65, 0.73, 0.66], [0.21, 0.03, -1.36], [-0.35, 0.39, -0.15], [-0.80, -1.03, -0.19], [-0.10, 0.25, 0.28], [-0.70, -0.51, -0.51], [0.85, -1.18, 0.94], [-0.34, 1.21, 0.50], [-1.04, 0.43, 0.00], [0.09, -0.74, -0.76], [0.10, -0.12, 1.22], [1.63, 2.11, 1.08], [0.15, 0.01, -0.30], [0.18, 0.02, 0.33], [0.42, 0.05, 0.12], [-1.49, -0.85, -0.70], [-0.43, 0.32, -0.49], [0.50, -1.29, -0.60]]
}


{
  "formula": "C2H8N6",
  "method": "ωB97M-V/def2-TZVPD",
  "e_above_lowest_kj_mol": 836.8,
  "lumo_energy_ev": 0.775,
  "energy_ev": -11135.387,
  "largest_force_ha_per_bohr": 0.1317,
  "species": ["C", "C", "H", "H", "H", "H", "H", "H", "H", "H", "N", "N", "N", "N", "N", "N"],
  "coordinates": [[0.637767, 0.480184, -0.303946], [-1.962171, -1.826791, -0.174643], [-0.962533, 1.002137, 1.584537], [-2.117167, 1.277236, 0.411030], [-0.131786, 2.643196, -0.987504], [0.250515, -1.656415, 0.420232], [-3.074191, -1.723373, -0.737681], [-1.609688, -2.841310, 0.593637], [3.142910, -1.555613, -0.303304], [3.191306, -0.377787, 1.091453], [-1.273438, 1.777529, 0.673895], [-0.369017, 1.492447, -0.472560], [-0.035867, -0.560293, 0.252203], [-1.356977, -0.639010, -0.253845], [1.936681, 0.440314, -0.387228], [2.421056, -0.895047, 0.301698]],
  "forces_ev_per_a": [[0.70, 0.32, 1.23], [-0.91, 1.94, 0.58], [-0.71, 3.20, -3.42], [-0.23, 0.11, -0.25], [-0.16, -5.19, 2.39], [0.51, 4.40, -0.53], [3.17, -0.95, 1.96], [-0.88, 3.05, -2.69], [-2.29, 2.86, 1.21], [-2.87, -2.12, -3.09], [1.97, -3.05, 2.47], [1.84, 5.20, -1.80], [-3.22, -5.91, 0.70], [-0.98, -4.81, 0.21], [0.00, -0.64, 0.06], [4.07, 1.59, 0.95]]
}